Version P
Entry from the Open Molecules 2025 dataset: C4H4BrNOS in the gas phase (wB97M-V/def2-TZVPD).

ORCA input file:
```
! RIJCOSX wB97M-V def2-TZVPD def2/J DEFGRID3
* xyz 0 1
C -1.262 0.413 0.177
C 1.673 -0.934 -0.178
C -0.657 -0.423 1.231
C -0.272 1.162 -1.929
N -0.771 0.852 -0.867
O 0.923 -1.402 -1.008
S 1.194 -0.238 1.399
Br 0.749 2.637 -2.182
H -2.375 0.377 0.179
H 2.723 -0.879 -0.135
H -1.008 -0.127 2.289
H -0.916 -1.437 1.023
*
```



Version Q
Entry from the Open Molecules 2025 dataset: C4H4BrNOS in the gas phase (wB97M-V/def2-TZVPD).

SMILES: Nc1scc(Br)c1O

ORCA input file:
```
! RIJCOSX wB97M-V def2-TZVPD def2/J DEFGRID3
* xyz 0 1
C 0.918 1.286 1.205
C -0.187 -0.625 0.081
C 0.616 0.003 1.415
C -0.295 0.345 -0.843
N -0.960 0.274 -2.058
O -0.584 -1.917 0.014
S 0.404 1.878 -0.343
Br 0.900 -1.089 2.909
H 1.428 1.963 1.863
H -1.116 -0.677 -2.360
H -0.579 0.865 -2.784
H -0.546 -2.306 0.900
*
```



Relative calculated energies, zero for the most stable structure, unit eV: version P 2.236; version Q 0.000.



Version P
Entry from the Open Molecules 2025 dataset: 2 unconnected molecules or ions with the total composition C2H6N2 (wB97M-V/def2-TZVPD).

SMILES: C=N.C=N

ORCA input file:
```
! RIJCOSX wB97M-V def2-TZVPD def2/J DEFGRID3
* xyz 0 1
C -0.551 -2.272 0.347
N -0.871 -1.568 -0.653
H -0.541 -1.714 1.229
H -0.149 -3.256 0.407
H -0.790 -1.901 -1.600
C 0.746 2.510 0.384
N 0.518 1.362 -0.087
H -0.095 3.083 0.869
H 1.672 3.058 0.241
H 1.209 0.741 -0.353
*
```



Version Q
Entry from the Open Molecules 2025 dataset: C2H6N2 in the gas phase (wB97M-V/def2-TZVPD).

SMILES: [H]/N=C\NC

ORCA input file:
```
! RIJCOSX wB97M-V def2-TZVPD def2/J DEFGRID3
* xyz 0 1
C -1.081 -0.380 0.011
C 1.206 0.588 -0.041
H -2.114 -0.045 -0.271
H -0.897 -1.132 -0.829
H -1.111 -0.984 0.969
H -0.587 1.688 0.376
H 1.767 1.493 0.023
H 1.177 -1.384 -0.084
N -0.194 0.725 -0.143
N 1.835 -0.569 -0.011
*
```



Version R
Entry from the Open Molecules 2025 dataset: C2H6N2 in the gas phase (wB97M-V/def2-TZVPD).

SMILES: [H]/N=C\NC

ORCA input file:
```
! RIJCOSX wB97M-V def2-TZVPD def2/J DEFGRID3
* xyz 0 1
C -1.062 -1.339 -0.157
N -0.524 -0.031 0.325
C 0.461 0.549 -0.425
N 1.460 1.171 0.179
H -1.617 -1.126 -1.023
H -1.565 -1.856 0.680
H -0.172 -1.877 -0.431
H -1.146 0.476 0.973
H 0.373 0.107 -1.435
H 1.183 1.034 1.200
*
```



Version S
Entry from the Open Molecules 2025 dataset: C2H6N2 in the gas phase (wB97M-V/def2-TZVPD).

SMILES: [H]/N=C(/C)N

ORCA input file:
```
! RIJCOSX wB97M-V def2-TZVPD def2/J DEFGRID3
* xyz 0 1
C -1.394 -0.214 0.000
C 0.098 -0.130 0.015
H -1.862 -0.299 1.140
H -1.804 0.792 -0.594
H -1.579 -1.068 -0.671
H -0.092 1.963 -0.066
H 1.517 1.270 -0.157
H 1.886 -0.820 0.100
N 0.514 1.167 0.043
N 0.873 -1.135 -0.021
*
```



Relative calculated energies, zero for the most stable structure, unit eV: version P 1.706; version Q 0.343; version R 0.693; version S 0.000.



Version P
Entry from the Open Molecules 2025 dataset: a molecular structure, C2H6N2 (wB97M-V/def2-TZVPD).

ORCA input file:
```
! RIJCOSX wB97M-V def2-TZVPD def2/J DEFGRID3
* xyz 0 1
C 0.085 -0.641 -0.524
C -0.273 0.681 -0.635
N -0.923 1.253 0.630
N 1.132 -1.353 0.277
H -0.340 -1.387 -1.202
H -0.780 1.200 -1.431
H -0.236 1.797 1.146
H -1.267 0.445 1.126
H 0.417 -0.720 0.796
H 2.036 -0.933 0.063
*
```



Version Q
Entry from the Open Molecules 2025 dataset: 2 unconnected molecules or ions with the total composition C2H6N2 (wB97M-V/def2-TZVPD).

ORCA input file:
```
! RIJCOSX wB97M-V def2-TZVPD def2/J DEFGRID3
* xyz 0 1
N 0.244 1.204 1.233
N 0.343 -1.385 -1.058
C 0.220 0.576 -0.048
C -0.463 -0.662 -0.313
H 0.375 0.557 1.997
H -0.535 1.822 1.426
H -0.082 -2.104 -1.655
H 1.155 -0.257 -0.840
H 0.133 1.280 -0.874
H -1.389 -1.030 0.132
*
```



Relative calculated energies, zero for the most stable structure, unit eV: version P 1.494; version Q 0.000.



Version P
Entry from the Open Molecules 2025 dataset: C2H6N2 in the gas phase (wB97M-V/def2-TZVPD).

SMILES: [H]/N=C/NC

ORCA input file:
```
! RIJCOSX wB97M-V def2-TZVPD def2/J DEFGRID3
* xyz 0 1
C 0.333 1.412 0.145
N 0.457 0.033 0.330
C -0.214 -1.099 -0.197
N -0.427 -1.434 -1.389
H 1.200 2.038 0.468
H -0.116 1.849 -0.698
H -0.547 1.542 0.795
H 0.875 -0.205 1.261
H -0.588 -1.900 0.583
H -0.972 -2.236 -1.299
*
```



Version Q
Entry from the Open Molecules 2025 dataset: a molecular structure, C2H6N2 (wB97M-V/def2-TZVPD).

ORCA input file:
```
! RIJCOSX wB97M-V def2-TZVPD def2/J DEFGRID3
* xyz 0 1
C 1.250 -1.015 0.112
N 0.739 0.302 0.368
C -0.564 0.436 0.390
N -1.483 0.406 -0.688
H 0.670 -1.909 0.448
H 1.469 -1.144 -1.012
H 2.290 -1.000 0.529
H -1.111 0.277 1.339
H -1.138 1.430 -0.171
H -1.109 0.686 -1.595
*
```



Relative calculated energies, zero for the most stable structure, unit eV: version P 0.000; version Q 3.197.



Version P
Entry from the Open Molecules 2025 dataset: a molecular structure, C38H74Br2F3NiO18S8 (wB97M-V/def2-TZVPD).

⟨S²⟩: 2.0098

ORCA input file:
```
! RIJCOSX wB97M-V def2-TZVPD def2/J DEFGRID3
* xyz 1 3
Ni 5.558 -2.739 6.912
C 3.497 0.271 2.584
O 2.540 -0.638 2.150
O 4.044 -0.221 3.744
C 4.476 0.680 1.400
F 3.895 1.417 0.509
F 5.515 1.402 1.759
F 4.915 -0.426 0.836
C 1.394 -0.248 1.333
C 0.823 -1.467 0.566
H 1.435 -1.994 -0.165
H 0.467 -2.259 1.225
H -0.091 -1.238 0.017
H 1.708 0.411 0.522
H 0.644 0.276 1.925
H 2.891 1.171 2.687
C -1.650 0.344 7.587
C -1.124 0.900 8.938
C 0.318 0.467 9.031
S 0.269 -1.280 8.875
O -0.541 -1.883 9.919
O 1.590 -1.874 8.477
C -0.944 -1.025 7.368
H -1.520 0.868 6.640
H -2.724 0.411 7.765
H -1.655 0.576 9.833
H -1.097 1.988 8.880
H 0.809 0.595 9.996
H 0.884 0.836 8.176
H -1.535 -1.894 7.079
H -0.187 -0.885 6.596
C -1.770 8.943 2.829
C -0.389 9.619 3.112
C 0.669 8.533 3.136
S -0.112 6.936 3.489
O 0.244 6.696 4.858
O 0.060 5.997 2.438
C -1.904 7.586 3.489
H -1.822 8.836 1.746
H -2.652 9.501 3.146
H -0.363 10.059 4.109
H -0.174 10.497 2.505
H 1.371 8.623 3.966
H 1.128 8.408 2.155
H -2.177 7.531 4.543
H -2.373 6.676 3.116
C -2.602 -8.689 -2.172
C -3.906 -9.058 -2.849
C -4.961 -9.211 -1.790
S -4.637 -7.935 -0.501
O -5.001 -8.637 0.745
O -5.062 -6.656 -1.026
C -2.753 -8.161 -0.685
H -2.239 -7.894 -2.823
H -1.885 -9.505 -2.255
H -3.696 -10.008 -3.340
H -4.278 -8.333 -3.573
H -4.982 -10.233 -1.411
H -5.963 -9.013 -2.169
H -2.434 -8.898 0.052
H -2.283 -7.191 -0.522
C -5.007 -0.775 -6.632
C -4.185 -0.466 -7.848
C -2.910 -1.397 -7.831
S -3.383 -2.894 -6.844
O -2.593 -2.894 -5.609
O -3.403 -4.027 -7.810
C -5.200 -2.327 -6.520
H -5.946 -0.351 -6.989
H -4.502 -0.282 -5.802
H -3.952 0.586 -8.009
H -4.830 -0.677 -8.701
H -2.090 -0.850 -7.366
H -2.719 -1.725 -8.853
H -5.620 -2.691 -5.582
H -5.877 -2.617 -7.323
C 0.049 4.952 -3.515
C 0.161 6.452 -3.367
C -0.705 7.139 -4.519
S -2.209 6.020 -4.631
O -2.456 5.670 -6.064
O -3.286 6.469 -3.805
C -1.468 4.596 -3.670
H 0.567 4.311 -2.801
H 0.620 4.799 -4.431
H 1.236 6.632 -3.358
H -0.324 6.764 -2.442
H -0.150 6.951 -5.438
H -1.012 8.185 -4.551
H -1.759 3.775 -4.326
H -1.942 4.604 -2.689
C -7.301 0.245 2.901
C -8.592 -0.155 2.308
C -9.173 1.048 1.538
S -7.647 2.017 1.066
O -7.624 3.231 1.818
O -7.599 1.993 -0.359
C -6.454 0.879 1.868
H -6.799 -0.644 3.283
H -7.471 0.782 3.835
H -9.285 -0.394 3.115
H -8.673 -1.052 1.694
H -9.782 1.523 2.308
H -9.667 0.789 0.602
H -5.457 1.311 1.950
H -6.403 0.126 1.082
C 4.505 -8.673 1.650
C 4.647 -7.316 0.870
C 3.617 -6.301 1.367
S 3.534 -6.676 3.191
O 2.156 -7.048 3.571
O 4.354 -5.650 3.888
C 4.466 -8.228 3.137
H 5.285 -9.427 1.543
H 3.553 -9.140 1.393
H 4.484 -7.462 -0.198
H 5.685 -6.985 0.862
H 2.570 -6.367 1.074
H 3.931 -5.263 1.258
H 4.411 -8.880 4.008
H 5.427 -7.749 3.329
C 6.100 -0.343 -5.311
C 4.858 -0.896 -4.606
C 3.835 -1.166 -5.672
S 4.137 0.095 -7.003
O 3.092 1.095 -7.002
O 4.619 -0.589 -8.204
C 5.648 0.800 -6.189
H 6.691 -1.057 -5.885
H 6.634 0.246 -4.565
H 4.414 -0.111 -3.992
H 5.109 -1.647 -3.858
H 2.842 -0.959 -5.273
H 3.487 -2.098 -6.118
H 5.183 1.643 -5.678
H 6.408 1.249 -6.828
Br 13.222 6.486 2.991
C 11.427 7.167 2.334
C 10.607 5.936 1.771
Br 11.582 5.327 0.125
H 11.615 7.994 1.649
H 10.726 7.477 3.110
H 9.561 6.167 1.569
H 10.748 5.161 2.524
*
```



Version Q
Entry from the Open Molecules 2025 dataset: a molecular structure, C38H74Br2F3NiO18S8 (wB97M-V/def2-TZVPD).

⟨S²⟩: 2.0079

ORCA input file:
```
! RIJCOSX wB97M-V def2-TZVPD def2/J DEFGRID3
* xyz 1 3
Ni -5.826 5.991 1.276
C -0.455 2.613 1.534
O -0.751 2.126 0.232
O -1.567 3.505 1.651
C -0.310 1.575 2.692
F -1.301 0.677 2.839
F 0.758 0.783 2.633
F -0.331 2.131 3.877
C 0.297 1.777 -0.732
C -0.195 0.613 -1.503
H 0.176 0.516 -2.523
H 0.116 -0.261 -0.929
H -1.282 0.691 -1.524
H 1.233 1.608 -0.201
H 0.590 2.667 -1.289
H 0.504 3.128 1.475
C -0.859 -4.327 -9.042
C -1.184 -4.924 -10.374
C -0.923 -6.391 -10.505
S -1.322 -7.052 -8.796
O -0.113 -7.830 -8.448
O -2.695 -7.642 -8.659
C -1.408 -5.360 -8.056
H -1.293 -3.328 -9.026
H 0.216 -4.165 -8.971
H -0.637 -4.326 -11.103
H -2.246 -4.804 -10.588
H 0.075 -6.643 -10.863
H -1.552 -6.845 -11.269
H -1.014 -5.382 -7.040
H -2.485 -5.241 -7.942
C -0.795 -8.396 2.407
C 0.185 -9.489 2.401
C 1.522 -8.809 1.809
S 1.172 -6.967 1.451
O 0.580 -6.815 0.117
O 2.202 -6.036 1.867
C -0.214 -6.949 2.621
H -1.407 -8.738 3.241
H -1.609 -8.472 1.687
H -0.311 -10.348 1.950
H 0.221 -9.761 3.456
H 2.075 -9.258 0.983
H 2.242 -8.862 2.626
H -0.783 -6.052 2.376
H 0.393 -6.898 3.524
C 5.829 3.010 -10.156
C 6.224 4.455 -10.597
C 5.275 4.792 -11.756
S 3.677 4.028 -11.289
O 3.285 3.074 -12.395
O 2.875 5.121 -10.805
C 4.323 3.117 -9.813
H 6.337 2.888 -9.199
H 6.051 2.236 -10.891
H 7.227 4.747 -10.908
H 6.141 5.105 -9.726
H 5.480 4.285 -12.699
H 5.144 5.873 -11.800
H 3.827 2.244 -9.390
H 4.107 3.773 -8.969
C 6.800 -1.538 8.225
C 7.114 -2.616 7.074
C 8.439 -2.286 6.478
S 8.370 -0.413 6.243
O 7.895 -0.220 4.888
O 9.633 0.254 6.556
C 6.924 -0.245 7.460
H 7.578 -1.618 8.984
H 5.855 -1.680 8.750
H 6.268 -2.464 6.403
H 7.169 -3.566 7.605
H 8.573 -2.550 5.429
H 9.353 -2.451 7.049
H 6.080 -0.185 6.773
H 6.830 0.756 7.880
C -1.046 13.603 -0.249
C -0.126 12.393 -0.005
C -0.468 11.638 1.277
S -2.333 11.851 1.453
O -2.753 12.502 2.719
O -3.040 10.641 0.937
C -2.517 13.094 0.089
H -0.976 14.014 -1.256
H -0.695 14.469 0.313
H 0.941 12.615 -0.029
H -0.193 11.627 -0.777
H 0.015 12.072 2.152
H -0.224 10.585 1.138
H -3.212 13.904 0.312
H -2.945 12.629 -0.799
C -10.932 2.884 7.827
C -9.845 2.635 8.915
C -8.581 3.078 8.176
S -9.032 4.664 7.355
O -8.391 4.786 6.030
O -8.895 5.726 8.315
C -10.848 4.341 7.274
H -11.938 2.648 8.174
H -10.776 2.205 6.988
H -9.832 1.622 9.317
H -9.956 3.282 9.786
H -8.414 2.377 7.358
H -7.672 3.210 8.762
H -11.127 4.528 6.237
H -11.282 5.150 7.861
C 7.799 -5.307 -3.193
C 6.876 -5.012 -4.329
C 6.917 -6.387 -5.262
S 8.571 -7.210 -5.044
O 9.583 -6.964 -6.060
O 8.319 -8.541 -4.512
C 9.029 -6.104 -3.660
H 7.256 -6.010 -2.562
H 7.878 -4.308 -2.764
H 6.950 -4.220 -5.075
H 5.925 -4.741 -3.871
H 6.595 -6.274 -6.297
H 6.215 -7.103 -4.835
H 9.552 -5.244 -4.079
H 9.684 -6.445 -2.859
C -8.326 -2.526 -1.813
C -6.820 -2.978 -1.419
C -6.389 -2.135 -0.199
S -7.522 -0.624 -0.061
O -6.856 0.639 -0.251
O -8.192 -0.857 1.224
C -8.541 -1.035 -1.529
H -9.106 -3.099 -1.310
H -8.530 -2.676 -2.873
H -6.074 -2.725 -2.173
H -6.763 -4.044 -1.196
H -5.400 -1.679 -0.149
H -6.499 -2.586 0.787
H -8.374 -0.368 -2.375
H -9.488 -0.607 -1.199
Br -2.908 1.177 13.934
C -1.322 1.884 12.926
C 0.011 1.579 13.734
Br 1.272 2.955 13.018
H -1.534 2.944 12.784
H -1.572 1.447 11.959
H 0.388 0.611 13.402
H 0.117 1.842 14.786
*
```



Relative calculated energies, zero for the most stable structure, unit eV: version P 0.000; version Q 0.929.



Version P
Entry from the Open Molecules 2025 dataset: C11H11N3O in the gas phase (wB97M-V/def2-TZVPD).

ORCA input file:
```
! RIJCOSX wB97M-V def2-TZVPD def2/J DEFGRID3
* xyz 0 1
C -3.604 0.808 -0.559
C -3.353 2.123 -0.218
C -2.677 -0.146 -0.229
C -2.064 2.600 0.042
C 2.625 2.292 0.367
C -1.404 0.188 0.285
C -1.070 1.659 0.289
C 1.444 1.478 0.414
C 1.928 0.184 0.105
C 4.143 -0.721 -0.454
C -0.585 -2.041 0.808
N 3.675 1.566 0.032
N 3.199 0.334 -0.212
N -0.578 -0.621 0.925
O 0.257 2.101 0.540
H -4.499 0.394 -0.854
H -4.074 2.937 -0.283
H -2.895 -1.156 -0.327
H -1.754 3.583 0.222
H 2.878 3.344 0.534
H 4.925 -0.703 0.168
H 3.717 -1.638 -0.346
H 4.426 -0.782 -1.414
H -0.733 -2.554 -0.123
H 0.256 -2.305 1.378
H -1.493 -2.400 1.489
*
```



Version Q
Entry from the Open Molecules 2025 dataset: 2 unconnected molecules or ions with the total composition C11H11N3O (wB97M-V/def2-TZVPD).

SMILES: [H]/N=c1/cccc(-c2ccccc2)o1.[H]/N=N/[H]

ORCA input file:
```
! RIJCOSX wB97M-V def2-TZVPD def2/J DEFGRID3
* xyz 0 1
C 2.794 -0.554 2.742
C 1.527 -0.311 3.304
C 2.992 -0.431 1.400
C 0.499 0.049 2.441
C 2.037 -0.086 0.544
C 0.744 0.137 1.050
C -2.369 1.213 -1.616
C -1.099 1.545 -1.945
C -2.701 0.514 -0.359
C -0.014 1.151 -1.046
C -0.379 0.529 0.187
N -3.831 0.096 -0.083
N -0.064 -1.521 -3.390
N -1.045 -1.765 -2.712
O -1.621 0.250 0.498
H 3.551 -0.788 3.507
H 1.328 -0.361 4.415
H 3.954 -0.853 1.097
H -0.535 0.377 2.641
H 2.310 -0.080 -0.592
H -3.140 1.409 -2.385
H -1.026 1.928 -2.893
H -1.860 -1.109 -3.002
H 1.082 1.320 -1.304
H -3.834 -0.525 0.738
H 0.698 -2.135 -3.238
*
```



Relative calculated energies, zero for the most stable structure, unit eV: version P 4.049; version Q 0.000.



Version P
Entry from the Open Molecules 2025 dataset: a molecular structure, C3H7NS3 (wB97M-V/def2-TZVPD).

ORCA input file:
```
! RIJCOSX wB97M-V def2-TZVPD def2/J DEFGRID3
* xyz 0 1
C 1.748 0.309 -0.050
C -0.624 -0.534 -0.668
C -1.650 -0.554 0.664
H 3.609 1.362 -0.023
H 3.955 -0.440 -0.746
H -1.161 -1.038 -1.570
H -0.397 0.701 -0.740
H -2.073 -1.783 0.779
H -1.109 -0.004 1.806
H -4.001 0.449 1.007
N 3.173 0.371 -0.002
S 0.810 1.838 -0.033
S 0.896 -1.294 -0.113
S -3.174 0.617 -0.310
*
```



Version Q
Entry from the Open Molecules 2025 dataset: C3H7NS3 in the gas phase (wB97M-V/def2-TZVPD).

SMILES: NC[C@H](S)C(=S)S

ORCA input file:
```
! RIJCOSX wB97M-V def2-TZVPD def2/J DEFGRID3
* xyz 0 1
C 0.972 0.238 0.720
C -0.173 -0.689 0.193
C -1.480 -0.111 -0.220
H 1.053 1.962 -0.414
H 2.499 1.304 0.005
H 1.789 -0.255 1.125
H 0.607 0.894 1.563
H -0.413 -1.379 1.029
H 1.019 -0.722 -1.682
H -3.549 -0.417 -0.231
N 1.535 0.967 -0.419
S 0.695 -1.821 -0.906
S -2.660 -1.343 0.004
S -1.894 1.373 -0.768
*
```



Relative calculated energies, zero for the most stable structure, unit eV: version P 4.541; version Q 0.000.